Molecular formula: C12H27ClIN2OP2SSm
Method: DFT, the ωB97M-V functional and the def2-TZVPD basis

Total charge: +2
LUMO (alpha / beta) in Eh: -0.2697 / -0.2604
Spin multiplicity: 6
Highest occupied orbital energy (alpha / beta) in eV: -13.987 / -13.997
Expectation value of S²: 8.77

Cartesian coordinates (Å):
C (-4.97593, -4.58581, -2.93031)
C (-3.59508, -4.56038, -2.37994)
H (-5.23573, -5.60966, -3.26249)
H (-5.02491, -3.88014, -3.77683)
H (-5.66977, -4.24632, -2.14265)
O (-2.73019, -5.34986, -2.21230)
I (-2.68076, -2.22496, -1.50790)
Sm (-0.89996, -0.03976, -0.31965)
P (-1.14968, -0.69254, 2.48744)
C (-0.11461, -1.32708, 3.84853)
C (-1.91005, 0.75792, 3.32772)
H (-2.36331, 0.43195, 4.27362)
H (-2.98981, -1.91839, 3.49745)
H (-2.67237, 1.19924, 2.67090)
H (-3.26752, -1.59672, 1.74969)
H (0.70895, -0.62033, 4.01614)
H (-1.12161, 1.49975, 3.51092)
C (-2.52836, -1.88722, 2.50568)
H (-0.70691, -1.43912, 4.76987)
H (-2.12728, -2.87301, 2.24458)
H (0.29587, -2.30079, 3.54816)
P (0.84704, 0.42931, -2.57582)
C (2.60024, 0.19699, -3.01651)
C (0.01671, -0.45846, -3.93513)
H (-0.42992, 2.45851, -2.99650)
H (0.96290, 2.29740, -4.13050)
H (1.22507, 2.81285, -2.41956)
C (0.62884, 2.18192, -3.09101)
H (-1.06896, -0.36418, -3.81557)
H (0.33080, -0.05270, -4.90138)
H (2.79088, 0.52489, -4.04987)
H (2.84687, -0.86809, -2.91177)
H (0.28763, -1.51764, -3.86360)
H (3.21156, 0.78275, -2.31799)
Cl (-2.69440, 1.64963, -0.65075)
C (2.68358, 4.21204, 1.77418)
N (2.95380, 2.78997, 1.62929)
C (4.17356, 2.21631, 1.93807)
C (4.05447, 0.88960, 1.70399)
N (2.76330, 0.67308, 1.25583)
C (2.06951, 1.85184, 1.20251)
S (0.46772, 2.16008, 0.70690)
H (2.42012, 4.67581, 0.81865)
H (1.87052, 4.39389, 2.48377)
H (3.60999, 4.64839, 2.15389)
H (5.01091, 2.79532, 2.28508)
H (4.76950, 0.10177, 1.80792)
H (2.35677, -0.21805, 0.99725)

Molecular formula: C12H27ClN4O2
Method: DFT, the ωB97M-V functional and the def2-TZVPD basis

Total charge: +2
LUMO in Eh: -0.2263
Highest occupied orbital energy in eV: -13.243

Cartesian coordinates (Å):
C (-1.53403, 0.20757, -2.56029)
C (-0.96814, 1.29362, -1.64042)
O (-1.49082, 2.36935, -1.46465)
N (0.53411, 1.04087, -1.20838)
H (0.84871, 1.70580, -0.51628)
H (0.69001, 0.17892, -0.70555)
C (1.51106, 1.01542, -2.35470)
H (-1.43310, 0.53864, -3.59388)
H (-2.59243, 0.10036, -2.32283)
H (-1.10794, -0.79353, -2.49443)
H (2.52496, 0.88925, -1.97499)
H (1.49333, 1.84432, -3.06231)
H (1.29817, 0.09463, -2.89777)
C (-1.77770, -1.34781, -0.32998)
C (-3.15726, -1.77003, -0.48489)
O (-3.56169, -2.62493, 0.18475)
N (-4.12897, -1.16532, -1.46083)
H (-4.95693, -0.85028, -0.97572)
H (-3.70122, -0.31308, -1.79369)
C (-4.51992, -2.28805, -2.44427)
H (-1.25674, -1.84887, 0.48589)
H (-1.61880, -0.26978, -0.35634)
H (-1.38918, -1.78394, -1.25028)
H (-5.27332, -2.96374, -2.03941)
H (-3.67204, -2.86708, -2.81024)
H (-5.06989, -1.89376, -3.29878)
C (2.20476, -1.94945, 1.04488)
C (1.38288, -1.03918, 1.91250)
N (2.05666, 0.12219, 2.40000)
C (3.34769, 0.25845, 2.93685)
C (3.58534, 1.55501, 3.23082)
N (2.41778, 2.27007, 2.90532)
C (1.48112, 1.37257, 2.40907)
C (2.49016, 3.72551, 2.85480)
H (1.74074, -2.39544, 0.16517)
H (2.60127, -2.81425, 1.57686)
H (3.03028, -1.46858, 0.52012)
H (0.98410, -1.67877, 2.69990)
H (0.46514, -0.69053, 1.43891)
H (3.91726, -0.64990, 3.06684)
H (4.44830, 2.10192, 3.58094)
H (0.51142, 1.63549, 2.01291)
H (1.72955, 4.17510, 3.49311)
H (2.50015, 3.97268, 1.79324)
H (3.36407, 4.04634, 3.42177)
Cl (0.05092, -1.04766, -0.09392)

Molecular formula: C12H27NO2
Method: DFT, the ωB97M-V functional and the def2-TZVPD basis

LUMO in Eh: 0.0310
Highest occupied orbital energy in eV: -9.131

Cartesian coordinates (Å):
C (-0.20073, 3.49770, -2.32157)
C (-0.77488, 2.17137, -1.84684)
C (-1.22919, 1.30639, -3.01036)
C (-1.83611, -0.03207, -2.59725)
C (-0.76120, -1.05346, -2.15409)
C (-1.10643, -1.89205, -0.92841)
C (-1.17998, -1.18902, 0.40698)
C (0.14059, -0.56203, 0.88753)
N (1.33340, -1.29535, 0.48434)
C (2.53016, -0.78180, 1.16250)
C (2.63809, -1.27318, 2.61431)
C (2.37305, -0.16357, 3.63790)
O (3.92034, -1.80732, 2.89200)
O (-2.21007, -0.20584, 0.40402)
C (-2.66434, 0.17941, 1.68723)
H (0.63835, 3.29020, -2.97636)
H (-0.94205, 4.09167, -2.84310)
H (0.19027, 4.04509, -1.47211)
H (-1.59897, 2.31691, -1.15602)
H (0.03677, 1.64717, -1.35585)
H (-0.34268, 1.08261, -3.60543)
H (-1.88719, 1.86885, -3.66806)
H (-2.31562, -0.42685, -3.48917)
H (-2.61672, 0.08341, -1.85686)
H (-0.63422, -1.75256, -2.97486)
H (0.19167, -0.54129, -2.05488)
H (-0.33138, -2.64298, -0.80759)
H (-2.03207, -2.43971, -1.07864)
H (-1.45207, -1.94824, 1.14560)
H (0.12789, -0.57631, 1.97298)
H (0.16514, 0.49555, 0.61718)
H (1.50049, -1.16014, -0.50630)
H (2.58894, 0.30773, 1.10890)
H (3.39952, -1.14963, 0.62466)
H (1.85385, -2.01769, 2.74101)
H (1.91666, 0.70475, 3.17845)
H (3.32277, 0.16083, 4.04765)
H (1.71903, -0.49524, 4.43647)
H (3.94225, -2.72084, 2.56651)
H (-3.72801, -0.03207, 1.76344)
H (-2.53678, 1.24963, 1.83529)
H (-2.14858, -0.34001, 2.48881)

Molecular formula: C12H27O19S3V
Method: DFT, the ωB97M-V functional and the def2-TZVPD basis

Total charge: -1
LUMO (alpha / beta) in Eh: 0.0700 / 0.0700
Spin multiplicity: 2
Highest occupied orbital energy (alpha / beta) in eV: -5.527 / -5.548
Expectation value of S²: 0.79

Cartesian coordinates (Å):
O (1.55261, 0.81901, -2.29156)
V (1.20789, 0.21355, -0.87391)
O (0.17388, -3.27277, -3.14434)
C (1.32683, -2.81988, -2.59038)
O (2.36097, -3.48415, -2.73502)
O (1.22967, -1.72707, -1.95995)
H (0.47580, -3.98663, -3.72984)
O (5.14343, 0.02887, 0.88180)
C (4.33411, -0.58284, -0.02364)
O (4.53288, -1.76716, -0.31982)
O (3.39316, 0.15416, -0.46771)
H (5.80083, -0.65700, 1.07287)
O (0.92172, 2.74123, 2.66707)
C (1.69854, 2.03798, 1.79275)
O (1.16351, 1.72126, 0.67335)
O (2.86016, 1.78997, 2.13216)
H (1.55771, 2.91142, 3.37703)
O (-0.23066, 5.56918, -4.03966)
S (-0.23471, 4.68191, -2.92333)
O (0.23839, 3.32521, -3.01641)
O (0.51058, 5.38690, -1.65545)
C (0.81398, 4.47917, -0.52461)
C (1.20034, 5.43134, 0.58535)
C (-1.93833, 4.67555, -2.20200)
H (1.64721, 3.89915, -0.91540)
H (0.00542, 3.82643, -0.20070)
H (0.39565, 6.13784, 0.79210)
H (2.09398, 6.02380, 0.40395)
H (1.34951, 4.78298, 1.45590)
H (-1.88485, 4.22203, -1.21672)
H (-2.51657, 4.00665, -2.83641)
H (-2.29866, 5.69756, -2.17410)
O (-3.02299, 1.18740, -2.53731)
S (-2.21475, 0.09518, -2.06457)
O (-0.92869, 0.41603, -1.51281)
O (-3.01657, -0.78277, -0.91821)
C (-2.48239, -2.06980, -0.64826)
C (-3.25990, -2.58763, 0.55874)
C (-1.97866, -1.10292, -3.41565)
H (-1.43525, -2.04007, -0.33412)
H (-2.60506, -2.78480, -1.46239)
H (-2.93336, -3.56600, 0.90640)
H (-4.31647, -2.54823, 0.28320)
H (-3.14369, -1.96599, 1.44834)
H (-1.20449, -1.83178, -3.17371)
H (-1.71512, -0.56871, -4.32490)
H (-2.92924, -1.61154, -3.57618)
O (0.53913, -1.21049, 0.87963)
S (0.65844, -1.71130, 2.21728)
O (0.92954, -0.82205, 3.31082)
O (-0.71693, -2.53275, 2.52360)
C (-0.80063, -3.18442, 3.81793)
C (-2.20357, -3.78042, 3.86257)
C (1.84932, -3.07928, 2.08158)
H (-0.59556, -2.38014, 4.52993)
H (0.02693, -3.89185, 3.89781)
H (-2.22431, -4.53616, 3.07872)
H (-2.92768, -2.97671, 3.77781)
H (-2.40438, -4.32025, 4.78876)
H (2.69537, -2.64168, 1.54869)
H (1.41459, -3.85073, 1.44427)
H (2.06138, -3.58580, 3.01868)